No. 1
Computed, not measured: a structure of composition C35H29KN5O2, with ωB97M-V/def2-TZVPD.

Output
E in eV: -64635.60295
Charge: -1

Atoms and positions in Å:
K -0.52278 -0.84683 0.44527
C -2.71118 1.50203 -0.64438
C -1.80038 2.55851 -1.21197
C -2.32543 3.88563 -1.54545
C -1.58157 4.85818 -2.10227
C -0.12875 4.77078 -2.29576
C 0.43288 3.39535 -1.97350
C 2.84631 2.56895 -2.49829
C -0.50369 2.39763 -1.46223
N 1.14298 1.42537 -0.07424
C 2.46826 1.04505 0.33182
O 3.40645 1.80056 0.26698
C 2.70840 -0.31705 0.99072
C 3.87794 -0.47761 1.71813
C 4.07480 -1.68080 2.37800
C 3.10792 -2.66496 2.29647
C 1.96684 -2.43384 1.53015
N 1.79690 -1.27882 0.87962
C 0.89099 -3.55768 1.53307
O 1.21941 -4.58711 2.14867
N -0.25866 -3.27155 0.94162
C -1.27024 -4.24015 0.91809
C -1.10070 -5.49701 0.30753
C 0.20937 -5.87238 -0.31889
C -2.17633 -6.37715 0.25232
C -3.41521 -6.04612 0.77665
C -3.58946 -4.79477 1.34791
C -2.54225 -3.88484 1.41226
C -2.78094 -2.51477 1.99846
H -3.75114 1.82875 -0.67207
H -2.46480 1.29926 0.40340
H -2.64465 0.56670 -1.20559
H -3.38921 4.05103 -1.40908
H -2.07809 5.76402 -2.43298
H 0.30463 5.36452 -3.09204
H 3.08328 3.28508 -3.29279
H 3.42355 1.66184 -2.68924
H 3.15899 2.98653 -1.54724
H 4.58814 0.33434 1.76610
H 4.96997 -1.83880 2.96755
H 3.18250 -3.61393 2.80663
H 0.60652 -5.03803 -0.90295
H 0.08686 -6.73341 -0.97849
H 0.95413 -6.09826 0.44500
H -2.03171 -7.34307 -0.22104
H -4.23817 -6.74890 0.73031
H -4.55561 -4.51148 1.75274
H -3.72946 -2.47986 2.53536
H -2.83968 -1.75046 1.21460
H -1.98217 -2.22540 2.68289
C 0.34195 0.73376 -4.15806
C 0.11079 -0.22631 -3.07676
N 0.25284 0.00704 -1.83668
C 0.60396 1.36567 -1.43084
C 1.35603 2.29901 -2.51830
C 0.94304 1.88965 -3.89375
C 0.84267 4.51062 -1.09880
C 0.45997 4.55390 0.31449
C 0.28034 3.51030 1.19732
C -0.16887 3.84820 2.53119
C -0.53085 2.92312 3.45709
C -0.43940 1.55773 3.13898
N 0.05416 1.18897 1.96946
C 0.43571 2.06630 1.04014
H 0.07825 0.44550 -5.16769
H -0.19102 -1.23577 -3.35684
H 1.19955 2.57267 -4.69951
H 1.81794 4.90373 -1.38931
H 0.26969 5.54457 0.71909
H -0.22401 4.90413 2.77403
H -0.87462 3.23451 4.43738
H -0.71392 0.77765 3.83949

=====

No. 2
Computed, not measured: a structure of composition C51H36F3InN6O3S2, with ωB97M-V/def2-TZVPD.

Output
E in eV: -103551.21315

Atoms and positions in Å:
In 0.24025 -0.31347 0.32898
C -7.61371 -0.04798 1.73471
C -6.79598 0.81078 2.45770
C -5.40311 0.69996 2.33525
C -4.79071 -0.23689 1.48078
C -5.65012 -1.02612 0.71511
C -7.02709 -0.89950 0.79774
C -3.31435 -0.29061 1.44481
C -2.58818 -1.51661 1.49074
C -3.23334 -2.77470 1.69342
C -2.32672 -3.77289 1.40244
C -1.05204 -3.14056 1.16628
C 0.17844 -3.85916 0.97828
C 0.15388 -5.33108 0.69378
C 0.79631 -6.32319 1.49721
C 0.80874 -7.68613 1.13888
C 0.24115 -8.11579 -0.07924
C -0.36457 -7.12323 -0.84522
C -0.48431 -5.80214 -0.47503
C 1.41917 -3.14963 1.15198
N 1.65380 -1.75328 1.22949
C 2.99647 -1.60937 1.60318
C 3.56877 -0.36884 1.95438
C 5.00915 -0.28167 2.31415
C 5.41777 0.31668 3.51481
C 6.72795 0.13282 4.00787
C 7.68807 -0.47070 3.23687
C 7.31229 -0.90640 1.98958
C 6.01930 -0.89991 1.55299
C 2.90266 0.83923 1.78995
C 3.56235 2.10698 1.89184
C 2.66777 3.07941 1.61620
C 1.41722 2.45972 1.44710
N 1.53551 1.08522 1.55069
C 0.27074 3.18863 1.12384
C -0.98101 2.51580 0.94615
C -2.26678 3.13887 0.66182
C -3.23958 2.18859 0.67929
C -2.59438 0.93420 1.13243
N -1.21276 1.11795 1.06480
C 0.40476 4.61258 0.77571
C 1.12043 5.52346 1.61131
C 1.22880 6.84206 1.21701
C 0.61261 7.36259 0.07775
C -0.18741 6.52653 -0.64954
C -0.22207 5.18044 -0.34922
C 3.60856 -2.90389 1.53222
C 2.65553 -3.81781 1.23457
N -1.24055 -1.75998 1.26856
H -8.67271 -0.09656 1.88854
H -7.15144 1.50200 3.18573
H -4.77193 1.36095 2.94432
H -5.23488 -1.76560 0.00777
H -7.62430 -1.45056 0.07612
H -4.31915 -2.97085 1.91689
H -2.48816 -4.84343 1.39088
H 1.24188 -5.98196 2.39087
H 1.27670 -8.38925 1.80564
H 0.35212 -9.18214 -0.35386
H -0.84811 -7.35364 -1.82656
H -1.02029 -5.10047 -1.08874
H 4.77211 0.97531 4.09881
H 7.00362 0.56354 4.98872
H 8.71069 -0.65537 3.62155
H 8.06839 -1.35274 1.32740
H 5.73257 -1.34598 0.63428
H 4.59905 2.23231 2.23256
H 2.95092 4.09617 1.39197
H -2.36391 4.19489 0.45309
H -4.30474 2.36012 0.50620
H 1.60911 5.18882 2.52221
H 1.93744 7.45483 1.75834
H 0.63720 8.40833 -0.15285
H -0.79097 6.95210 -1.46959
H -0.80861 4.44916 -0.94476
H 4.63273 -3.06260 1.86556
H 2.81211 -4.86268 1.10651
C -4.52867 1.18587 -4.14564
C -3.06355 0.85808 -4.26419
C -2.23262 1.17870 -5.34971
C -0.90345 0.60399 -5.36653
N -0.50411 -0.18702 -4.35130
C -1.25433 -0.46159 -3.32621
S -0.80443 -1.54549 -2.06712
N -2.53813 0.11748 -3.25158
C 0.09333 0.79885 -6.43583
H -5.15687 0.30344 -4.12494
H -4.73158 1.75860 -5.07076
H -4.72978 1.80910 -3.26029
H -2.60201 1.83708 -6.16639
H -3.04703 0.06563 -2.38733
H 1.05120 1.22708 -6.09160
H -0.30210 1.50489 -7.21144
H 0.28332 -0.15051 -6.88114
F 1.43265 2.15695 -3.89607
C 2.58020 1.68990 -3.35936
F 2.96927 0.53512 -3.90167
F 3.55851 2.54210 -3.55257
S 2.30727 1.61693 -1.49998
O 2.35440 3.01600 -1.15067
O 3.30845 0.69949 -0.99412
O 0.89292 1.03366 -1.30556

=====

No. 3
Computed, not measured: a cluster of 4 separate species, C20H20F3NO5S in total, with ωB97M-V/def2-TZVPD.

Output
E in eV: -51775.91259

Atoms and positions in Å:
N 5.41007 -0.43212 -3.34546
O 4.38126 -0.07865 -2.49379
S 3.23159 0.65422 -3.54507
O 3.19837 2.08870 -3.09664
O 1.81201 -0.15678 -3.14206
C 0.74203 0.12277 -4.07522
C -0.63199 -0.08051 -3.24860
O -1.74816 0.26334 -3.69363
O -0.54470 -0.71764 -1.98143
H 5.41375 -1.46245 -3.44776
H 6.28498 -0.12296 -2.88640
H 0.75707 -0.63229 -4.93605
H 0.76388 1.17469 -4.51370
H -1.29431 -0.42213 -1.40476
F -2.40642 0.12542 -0.41544
C -2.67614 -0.15252 0.87924
C -3.33663 0.78803 1.65190
C -3.61905 0.50086 2.98271
C -3.22752 -0.71976 3.52706
C -2.55968 -1.65459 2.74098
C -2.28675 -1.37197 1.40725
H -3.62621 1.73575 1.21275
H -4.14257 1.22668 3.59496
H -3.44441 -0.94176 4.56687
H -2.25213 -2.60302 3.16701
H -1.77620 -2.09077 0.77809
F -1.30233 4.95479 1.97774
C -1.17445 4.70524 0.66416
C -1.08661 5.76488 -0.22440
C -0.94913 5.50587 -1.58413
C -0.91189 4.19062 -2.04027
C -1.00599 3.13490 -1.13891
C -1.13245 3.39292 0.22182
H -1.12568 6.78168 0.14835
H -0.87178 6.32755 -2.28763
H -0.80907 3.98961 -3.10161
H -0.98099 2.11159 -1.49587
H -1.19800 2.58292 0.93881
F -0.72337 -3.58770 1.15120
C 0.47221 -3.81345 1.72778
C 0.72599 -3.30695 2.99258
C 1.95988 -3.54560 3.58830
C 2.92896 -4.27841 2.90833
C 2.66418 -4.77759 1.63663
C 1.42695 -4.54888 1.04459
H -0.03683 -2.73192 3.50302
H 2.16646 -3.16048 4.58074
H 3.89285 -4.46027 3.37220
H 3.42148 -5.34473 1.10650
H 1.20038 -4.93741 0.05878

=====

No. 4
Computed, not measured: the ion ClH2NO2P with charge -1, with ωB97M-V/def2-TZVPD.

Output
Energy relative to the best compared isomer or geometry (same formula, charge and spin) in kcal/mol: 23.62
Structure (SMILES): N[P@](=O)([O-])Cl
Charge: -1

Atoms and positions in Å:
N 0.23088 0.79730 -0.72324
O 1.13239 -1.46631 0.32586
O -1.61972 -0.87220 0.44665
P 0.04459 -0.47576 0.35633
Cl 0.31483 0.61344 2.23031
H -0.77550 0.89937 -0.96331
H 0.67253 0.50416 -1.67260

=====

No. 5
Computed, not measured: a structure of composition C32H28N5O4RhS2SbSe2Te2, with ωB97M-V/def2-TZVPD.

Output
⟨S²⟩: 6.16
Energy relative to the best compared isomer or geometry (same formula, charge and spin) in kcal/mol: 6.02
Charge: -1
2S+1: 5

Atoms and positions in Å:
Rh 15.75650 11.13634 12.62512
Se 17.90652 11.27978 11.27768
Te 19.20388 13.13826 12.13075
Te 16.85981 14.90382 11.04614
Se 15.36712 13.01340 10.84945
C 12.88774 11.44298 16.86815
N 14.06995 12.06280 16.28625
C 15.07111 12.68631 17.00154
C 16.12513 13.22445 16.33386
C 16.28913 13.03198 14.88881
O 17.34047 13.47229 14.42780
N 15.24095 12.33012 14.24090
C 14.26760 11.65747 14.95940
O 13.44580 10.85141 14.43699
H 12.64819 11.84476 17.81463
H 13.01708 10.37930 17.01617
H 12.02866 11.52594 16.18447
H 14.95138 12.70312 18.09689
H 16.89097 13.76650 16.85222
C 8.78356 12.65489 13.40329
C 9.95106 13.34407 13.66241
C 11.18762 12.86860 13.25017
C 11.28055 11.62759 12.64269
C 10.11785 10.93805 12.31507
C 8.88448 11.45154 12.67662
Sb 13.15356 10.85022 11.90976
C 12.47663 8.82054 12.29926
C 12.86533 7.80812 11.37798
C 12.49120 6.48830 11.57972
C 11.82613 6.11944 12.72541
C 11.45214 7.10925 13.61307
C 11.75588 8.44102 13.42741
C 12.37968 11.06334 9.84408
C 11.47699 12.07662 9.51892
C 11.28169 12.44798 8.18581
C 11.98916 11.83890 7.17613
C 12.81336 10.75385 7.50175
C 12.98501 10.36583 8.81908
H 7.85003 13.07610 13.68588
H 9.94810 14.31098 14.19830
H 12.08662 13.42081 13.45481
H 10.14167 10.01683 11.72919
H 7.98456 10.93917 12.34046
H 13.44638 8.07025 10.49568
H 12.82360 5.77151 10.83160
H 11.50081 5.06766 12.96526
H 10.92977 6.78969 14.51081
H 11.39198 9.22239 14.11769
H 10.95591 12.67653 10.27492
H 10.54029 13.20413 7.99948
H 11.89056 12.09046 6.12837
H 13.38983 10.27788 6.69828
H 13.65330 9.51542 9.04278
N 22.00328 6.81797 14.13464
C 20.68071 7.11794 13.98479
C 20.25108 8.47403 13.78197
C 18.90271 8.86808 13.86067
C 17.94759 7.86804 14.12218
C 18.31271 6.50000 14.19512
C 19.67782 6.15888 14.04974
S 16.24711 8.34250 13.97140
O 16.06106 9.57724 14.76727
O 15.44235 7.18584 14.28113
N 15.98957 9.02999 12.48784
C 15.98592 8.33628 11.30674
S 16.25846 6.59026 11.16343
C 16.48991 6.84370 9.46487
C 16.34817 8.15691 9.09654
N 15.93628 8.99125 10.12835
H 22.66949 7.54104 14.12389
H 22.35566 5.88904 14.31085
H 21.06356 9.21462 13.75547
H 18.64264 9.95437 13.90323
H 17.53558 5.76329 14.37824
H 19.92752 5.10138 14.06828
H 16.63644 5.96226 8.81892
H 16.58174 8.53172 8.10618

=====

No. 6
Computed, not measured: a cluster of 8 separate species, C33H85ClN7O11 in total, with ωB97M-V/def2-TZVPD.

Output
Energy relative to the best compared isomer or geometry (same formula, charge and spin) in kcal/mol: 61.96
Charge: -1

Atoms and positions in Å:
Cl 1.24756 -0.68338 -0.70200
O 2.11931 -0.29869 0.42814
O -0.05542 -0.19331 -0.34957
O 1.66689 -0.06446 -1.95660
O 1.07638 -2.12344 -0.81648
C 1.14618 3.58307 -2.19111
C 1.29782 3.22122 -0.71137
C 2.76609 3.06046 -0.24629
O 2.83787 2.99915 1.14880
C 4.01550 2.42810 1.60541
N 0.59846 4.20373 0.12064
H 0.17973 3.26605 -2.58297
H 1.83820 3.01095 -2.80908
H 1.39549 4.61672 -2.43092
H 0.69937 2.31321 -0.63746
H 3.44727 3.80695 -0.65476
H 3.16066 2.17087 -0.73724
H 4.82399 3.15636 1.66928
H 4.45037 1.58126 1.07451
H 3.71487 2.07429 2.59158
H -0.33333 4.26286 -0.26456
H 0.93502 5.06041 -0.29522
C -1.43670 -4.10423 -1.74980
C -2.49697 -5.27616 -1.63632
C -2.36525 -6.33885 -2.72874
O -3.44951 -7.31690 -2.70114
C -3.53738 -8.15671 -3.92811
N -2.34896 -5.86436 -0.32975
H -1.53961 -3.39799 -0.92595
H -1.44016 -3.52742 -2.67467
H -0.43421 -4.53100 -1.71838
H -3.49840 -4.86585 -1.76624
H -1.36685 -6.77172 -2.66612
H -2.40093 -5.80008 -3.67560
H -3.29374 -7.80787 -4.93162
H -4.53314 -8.59194 -3.84362
H -2.80063 -8.95893 -3.88629
H -1.34370 -5.94439 -0.27373
H -2.71635 -6.80323 -0.39012
C -1.22144 1.60931 4.08928
C -1.07701 1.44171 2.57959
C -2.08240 2.29576 1.81312
O -1.68103 3.68099 2.11137
C -2.77234 4.57094 1.97935
N 0.27686 1.80662 2.14805
H -1.88301 0.76535 4.28464
H -1.72527 2.54687 4.32430
H -0.31547 1.55418 4.69282
H -1.30339 0.42279 2.26551
H -3.10583 2.21122 2.17857
H -1.96321 2.17147 0.73681
H -3.55185 4.37867 2.71658
H -3.17118 4.52682 0.96590
H -2.41342 5.58531 2.15352
H 0.56803 1.46781 1.24221
H 0.78232 1.12235 2.69246
C 5.72215 5.39796 -1.65530
C 6.57151 4.22309 -1.01567
C 6.66437 2.92902 -1.81027
O 5.36149 2.56170 -2.18767
C 5.13089 1.24021 -2.69867
N 7.90635 4.68992 -0.87155
H 4.68862 5.08661 -1.80688
H 6.13009 5.70098 -2.61960
H 5.75892 6.28524 -1.02326
H 6.12499 3.92189 -0.06804
H 7.03747 2.17804 -1.11391
H 7.23155 3.03872 -2.73460
H 5.72007 1.08932 -3.60321
H 4.07752 1.12513 -2.95416
H 5.36416 0.45202 -1.98282
H 7.84721 5.66745 -0.62448
H 8.33545 4.63508 -1.78422
C -1.87875 -2.67383 1.88483
C -1.77823 -2.27398 3.38482
C -2.77210 -3.06552 4.24339
O -4.11860 -2.67269 3.95075
C -5.05524 -3.57189 4.64149
N -0.39625 -2.51199 3.76206
H -1.21290 -2.13050 1.21435
H -2.87228 -2.46475 1.48824
H -1.71357 -3.74399 1.75997
H -1.97338 -1.21788 3.57107
H -2.40331 -2.84230 5.24453
H -2.62676 -4.13819 4.11551
H -4.88916 -3.58718 5.71865
H -4.98945 -4.64076 4.43826
H -6.05998 -3.23828 4.38207
H 0.12171 -2.52041 2.89502
H -0.40933 -3.43334 4.17564
C 3.75714 -1.46111 3.42214
C 2.92387 -1.08950 4.76320
C 3.76349 -0.27679 5.77012
O 3.04173 0.06268 6.95689
C 3.81503 0.93908 7.79649
N 1.57599 -0.48177 4.57311
H 4.52219 -2.21352 3.61361
H 4.12417 -0.51887 3.01524
H 3.18692 -1.96789 2.64360
H 2.76368 -2.07269 5.20569
H 3.92496 0.61848 5.16969
H 4.71172 -0.77589 5.96980
H 3.17723 1.27973 8.61213
H 4.16037 1.83119 7.27401
H 4.66972 0.41071 8.21892
H 1.10718 -0.27623 5.44378
H 1.02750 -1.22056 4.15664
C -4.43793 1.32795 -1.81857
C -3.77589 0.35184 -2.77554
C -4.94903 0.11517 -3.76164
C -4.48702 -0.57470 -5.06982
C -3.44549 0.27557 -5.76803
C -2.20292 0.56647 -4.90578
N -2.69922 1.09258 -3.59094
O -1.55509 1.39100 -2.74486
C -1.22942 -0.65420 -4.76729
C -1.44051 1.73687 -5.59767
C -3.36395 -0.92904 -1.90783
H -5.09649 0.83449 -1.10380
H -3.69574 1.83697 -1.20363
H -4.99695 2.14808 -2.26912
H -5.55579 -0.67855 -3.32579
H -5.67030 0.92203 -3.89142
H -4.15547 -1.56184 -4.74776
H -5.25992 -0.77591 -5.81160
H -3.77610 1.21781 -6.20503
H -3.10611 -0.42303 -6.53281
H -0.87053 -0.92302 -5.76079
H -1.69307 -1.54073 -4.33462
H -0.30078 -0.53882 -4.20835
H -2.06996 2.58341 -5.87205
H -0.99511 1.40167 -6.53434
H -0.61406 2.17393 -5.03727
H -2.28420 -1.07648 -1.88519
H -3.69355 -0.81806 -0.87480
H -3.76361 -1.86250 -2.30410
H -1.10058 0.54605 -2.71212

=====

| no. | molecular weight (g mol⁻¹) | largest force on an atom (eV Å⁻¹) |
| --- | --- | --- |
| 1 | 590.7 | 1.73 |
| 2 | 1016.8 | 3.26 |
| 3 | 443.4 | 4.16 |
| 4 | 114.4 | 6.73 |
| 5 | 1248.5 | 2.88 |
| 6 | 791.5 | 2.74 |